# 1
# C21H19FN2O4

A structure of composition C21H19FN2O4 at a distorted geometry (ωB97M-V/def2-TZVPD, the Open Molecules 2025 dataset).

Summary:
DFT total energy: -1321.25108 Eh
Kohn-Sham gap: 0.255 hartree
Energy relative to the best compared isomer or geometry (same formula, charge and spin): 21.808 eV
E_LUMO: -0.169 eV

Element x y z (Å)
C -2.23 0.94 -4.46
H -2.66 0.28 -3.90
O -2.79 2.28 -4.39
C -2.72 2.85 -3.01
C -3.29 4.17 -2.84
C -3.52 4.69 -1.63
C -2.99 4.16 -0.40
C -2.09 3.05 -0.68
C -1.99 2.29 -1.87
O -1.41 1.19 -1.86
C -0.76 0.43 -0.93
O -0.04 -0.53 -1.04
C -0.78 1.49 0.57
C -1.61 2.42 0.45
H -1.55 3.05 1.44
C -0.39 0.60 1.82
O -1.15 0.48 2.75
N 0.96 0.50 1.90
C 1.98 0.93 0.67
H 1.45 1.36 0.03
C 2.74 -0.37 0.25
N 2.75 -1.59 1.32
C 2.44 -2.78 0.96
C 1.88 -3.76 2.02
C 1.91 -4.91 1.45
C 1.88 -5.35 0.33
C 2.41 -4.42 -0.42
C 2.69 -3.26 -0.41
H 3.05 -2.65 -0.91
H 2.51 -4.86 -1.53
H 1.74 -6.45 0.03
H 1.45 -5.51 2.45
F 1.69 -3.24 3.22
C 2.90 -0.75 2.73
H 3.70 -0.06 2.70
C 1.48 -0.24 2.81
H 0.93 -0.79 3.24
H 1.46 0.44 3.88
H 3.12 -1.61 3.33
H 3.59 -0.32 -0.23
H 1.80 -0.76 -0.43
H 2.62 1.28 1.38
H -2.95 4.70 0.42
H -4.05 5.66 -1.58
H -3.76 4.27 -3.86
H -2.41 0.87 -5.53
H -1.13 1.05 -4.23

***

# 2
# C21H19MnN4O2S

A structure of composition C21H19MnN4O2S (ωB97M-V/def2-TZVPD, the Open Molecules 2025 dataset).

Summary:
Multiplicity: 6
DFT total energy: -2730.21871 Eh
Kohn-Sham gap (alpha / beta): 0.295 / 0.307 hartree
Total charge: +1
Energy relative to the best compared isomer or geometry (same formula, charge and spin): 0.000 eV
<S²>: 8.754
E_LUMO (alpha / beta): -3.371 / -3.433 eV

Element x y z (Å)
Mn -0.49 1.37 -0.20
N -1.13 3.23 -1.28
C -2.47 3.07 -1.81
C -3.08 4.05 -2.54
C -4.39 3.87 -3.03
C -5.08 2.72 -2.76
C -4.47 1.69 -2.00
C -5.13 0.49 -1.67
C -4.49 -0.45 -0.91
C -3.18 -0.20 -0.49
N -2.53 0.90 -0.79
C -3.16 1.86 -1.53
H -0.46 3.37 -2.03
H -1.07 4.08 -0.71
H -2.56 4.97 -2.75
H -4.85 4.66 -3.61
H -6.09 2.58 -3.13
H -6.14 0.33 -2.02
H -4.98 -1.38 -0.63
H -2.65 -0.91 0.13
C 3.78 -4.59 3.07
C 2.99 -3.34 2.83
C 2.02 -3.29 1.83
C 1.27 -2.15 1.63
C 1.49 -1.04 2.43
C 2.46 -1.06 3.43
C 3.20 -2.21 3.62
S 0.63 0.46 2.14
O -0.68 0.08 1.50
O 0.51 1.21 3.35
N 1.39 1.30 1.01
C 2.01 0.59 -0.03
C 3.32 0.12 0.03
C 3.83 -0.52 -1.08
C 3.04 -0.67 -2.23
C 1.77 -0.16 -2.21
N 1.26 0.46 -1.13
H 3.90 -5.17 2.15
H 3.27 -5.23 3.80
H 4.77 -4.37 3.46
H 1.84 -4.17 1.22
H 0.50 -2.11 0.86
H 2.61 -0.18 4.05
H 3.95 -2.24 4.40
H 3.90 0.26 0.93
H 4.84 -0.90 -1.07
H 3.42 -1.16 -3.11
H 1.11 -0.24 -3.07

***

# 3
# C21H19N7O2

The molecule C21H19N7O2 at a distorted geometry (ωB97M-V/def2-TZVPD, the Open Molecules 2025 dataset).

Summary:
DFT total energy: -1345.40368 Eh
SMILES: N#CCc1c(C#N)c(N)nc(N2CCN(Cc3ccc4c(c3)OCO4)CC2)c1C#N
Kohn-Sham gap: 0.302 hartree
Energy relative to the best compared isomer or geometry (same formula, charge and spin): 0.000 eV
E_LUMO: 0.126 eV

Element x y z (Å)
N -1.17 3.72 -2.55
C -1.35 3.38 -1.47
C -1.58 2.95 -0.12
C -0.53 1.98 0.36
C 0.82 2.30 0.19
C 1.26 3.49 -0.41
N 1.71 4.44 -0.86
C 1.79 1.38 0.67
N 3.10 1.63 0.55
N 1.45 0.27 1.30
C 0.16 -0.06 1.48
N -0.05 -1.19 2.18
C -1.31 -1.90 2.24
C -1.03 -3.42 2.32
N 0.15 -3.84 1.62
C 0.06 -3.95 0.17
C -0.14 -2.68 -0.62
C -1.42 -2.29 -0.99
C -1.67 -1.13 -1.72
C -0.57 -0.38 -2.08
C 0.72 -0.76 -1.72
C 0.96 -1.90 -1.00
O 1.61 0.16 -2.20
C 0.85 1.06 -2.99
O -0.52 0.78 -2.80
C 1.35 -3.21 2.15
C 1.04 -1.87 2.84
C -0.88 0.79 1.00
C -2.25 0.54 1.21
N -3.38 0.45 1.36
H -1.57 3.85 0.52
H -2.58 2.50 -0.06
H 3.75 0.90 0.78
H 3.41 2.37 -0.06
H -1.89 -1.58 3.12
H -1.89 -1.68 1.35
H -1.90 -3.96 1.92
H -0.91 -3.72 3.36
H -0.78 -4.63 -0.03
H 0.97 -4.45 -0.16
H -2.26 -2.91 -0.72
H -2.66 -0.84 -2.00
H 1.97 -2.19 -0.75
H 1.06 2.09 -2.69
H 1.11 0.93 -4.05
H 2.06 -3.05 1.34
H 1.80 -3.88 2.88
H 0.74 -2.04 3.88
H 1.91 -1.22 2.82

***

# 4
# C21H20BCl2O12

A cluster of 4 separate species, C21H20BCl2O12 in total (ωB97M-V/def2-TZVPD, the Open Molecules 2025 dataset).

Summary:
DFT total energy: -2660.37511 Eh
Kohn-Sham gap: 0.207 hartree
Total charge: -1
E_LUMO: 0.359 eV

Element x y z (Å)
B 0.94 -3.57 1.26
C -0.39 -3.52 0.30
Cl -0.92 -1.78 0.08
C -1.62 -4.38 0.63
C -2.82 -3.66 1.25
Cl -1.22 -5.76 1.72
H 0.65 -3.38 2.44
H 1.47 -4.67 1.11
H 1.72 -2.70 0.85
H -0.08 -3.79 -0.71
H -1.95 -4.88 -0.28
H -3.33 -3.07 0.49
H -2.50 -3.00 2.05
H -3.52 -4.39 1.65
C -0.74 1.66 4.24
C -0.56 2.97 4.05
C -1.00 3.68 2.79
O -0.76 4.88 2.73
C -1.63 2.93 1.75
C -1.79 1.60 1.91
C -1.38 0.89 3.19
O -1.64 -0.29 3.27
O -2.30 0.81 0.99
O 0.03 3.79 4.92
H -0.43 1.15 5.13
H -1.91 3.44 0.84
H -2.18 -0.12 1.29
H 0.01 4.67 4.50
C 2.01 4.50 0.97
C 2.90 5.50 0.95
C 4.39 5.25 1.03
O 5.10 6.24 0.97
C 4.87 3.90 1.16
C 3.98 2.89 1.20
C 2.49 3.14 1.10
O 1.77 2.16 1.15
O 4.30 1.62 1.33
O 2.58 6.78 0.84
H 0.94 4.66 0.92
H 5.93 3.74 1.23
H 3.46 1.11 1.32
H 3.43 7.26 0.84
C -0.89 -2.44 -6.34
C 0.04 -2.67 -5.40
C -0.33 -3.00 -3.96
O 0.60 -3.22 -3.21
C -1.73 -3.02 -3.59
C -2.65 -2.79 -4.53
C -2.29 -2.49 -5.96
O -3.21 -2.30 -6.74
O -3.96 -2.78 -4.31
O 1.34 -2.66 -5.61
H -0.64 -2.21 -7.36
H -1.97 -3.22 -2.55
H -4.37 -2.58 -5.17
H 1.75 -2.87 -4.74

***

# 5
# C21H20BeN2O5

A structure of composition C21H20BeN2O5 (ωB97M-V/def2-TZVPD, the Open Molecules 2025 dataset).

Summary:
DFT total energy: -1312.86499 Eh
Kohn-Sham gap: 0.262 hartree
E_LUMO: -0.870 eV

Element x y z (Å)
Be 1.27 -0.50 0.14
C 3.72 -1.22 -2.30
O 2.53 -0.47 -2.06
C 1.48 -0.68 -2.89
C 1.57 -1.18 -4.18
C 0.41 -1.26 -4.96
C -0.81 -0.83 -4.46
C -0.90 -0.34 -3.17
C 0.24 -0.28 -2.38
N 0.25 0.18 -1.04
N -0.62 1.06 -0.75
C -0.59 1.64 0.48
C 0.52 1.52 1.35
O 1.48 0.68 1.15
C 0.58 2.37 2.50
C -0.43 3.23 2.78
C -1.58 3.36 1.93
C -2.61 4.26 2.24
C -3.70 4.38 1.42
C -3.77 3.60 0.25
C -2.77 2.72 -0.07
C -1.65 2.57 0.77
H 4.23 -0.85 -3.18
H 3.48 -2.28 -2.42
H 4.33 -1.09 -1.41
H 2.52 -1.49 -4.58
H 0.48 -1.65 -5.96
H -1.70 -0.90 -5.07
H -1.84 -0.01 -2.76
H 1.44 2.27 3.14
H -0.37 3.85 3.66
H -2.53 4.85 3.14
H -4.49 5.08 1.66
H -4.63 3.70 -0.40
H -2.84 2.12 -0.97
C 0.57 -2.23 3.34
C 0.52 -2.57 1.85
C -0.18 -3.90 1.59
O -0.15 -1.53 1.13
C 1.94 -2.61 1.27
O 2.75 -3.39 1.71
O 2.15 -1.77 0.31
H -0.42 -2.29 3.78
H 0.97 -1.23 3.48
H 1.22 -2.94 3.84
H -1.20 -3.87 1.97
H 0.35 -4.71 2.08
H -0.22 -4.10 0.52
H -0.97 -1.28 1.57